DFT (wB97M-V/def2-TZVPD) results for the ion C11H20N2P with charge +1 at a distorted geometry.

Atoms and positions in Å:
P 3.61917 -1.46249 -1.41832
N -1.07987 -0.26876 1.43417
N -2.96342 -0.72745 -0.74227
C -2.58477 0.64270 -0.29519
C -1.14195 -1.59997 0.81041
C 3.60116 0.18688 -1.01283
C 1.28735 0.10639 0.90351
C -1.78016 -1.59140 -0.58673
C -2.25450 0.52334 1.25183
C 0.16530 0.39980 1.56726
C 3.55453 0.92511 0.22716
C 2.50037 0.88626 1.03599
C 4.54241 1.94970 0.49706
C -3.33685 -0.75650 -2.05209
H -3.36737 1.29533 -0.38230
H -4.18725 -0.03677 -2.22998
H 4.65524 2.13353 1.58019
H -3.79894 -0.90802 -0.13934
H -2.19211 1.53844 1.76680
H 0.09358 1.13590 2.36916
H -1.78926 -2.20434 1.52893
H 3.75535 -1.78011 -0.13003
H -1.67187 1.01551 -0.90760
H -1.93275 -2.62660 -0.86433
H -3.11952 0.08758 1.63374
H 5.41084 1.72774 -0.06382
H 3.44320 0.86404 -1.87299
H 2.59770 1.68541 1.72403
H 1.23695 -0.51346 0.02128
H -2.47186 -0.51345 -2.73133
H -3.66470 -1.79898 -2.31331
H -0.17468 -1.95320 0.66318
H 4.02616 2.86453 0.07937
H -0.97747 -1.22673 -1.35162

Forces on atoms 1 to 2 (eV/Å):
P -0.371 1.168 -1.363
N 1.211 -0.424 -0.255

As for the net charge: +1. The calculated total energy comes out at -881.50119 Eh. The calculation puts the highest occupied orbital energy (spin up / spin down) at -7.348 / -11.510 eV. As for the spin multiplicity: 3.

These are the Löwdin partial charges, in e, on atoms 1 to 4:
1. P 0.806
2. N -0.145
3. N -0.206
4. C -0.061

DFT (wB97M-V/def2-TZVPD) results for a structure of composition C11H20N4PSr at a distorted geometry.

Atoms and positions in Å:
Sr 0.07228 0.44568 -1.62492
P 0.32591 3.24990 -1.06909
N 1.29869 -0.88158 2.52714
N -1.07980 -1.58525 2.42064
N -0.49845 0.73910 3.04962
N -0.17987 -0.05012 0.81392
C -1.43182 -0.39521 3.23832
C 0.31547 -1.97263 2.75307
C 0.87898 0.28109 3.35364
C 1.20949 -0.48052 1.10829
C 0.26834 0.57202 -4.99149
C -0.08309 -0.84177 -5.02840
C -0.18095 -1.80848 -3.92571
C -0.53705 1.11282 1.63233
C -1.10731 -1.17298 1.00503
C 0.01507 -1.64713 -2.59773
C 0.52459 1.35124 -3.89743
H 0.31233 0.99878 -6.03845
H -0.85774 3.68608 -0.30851
H 0.59794 -2.83207 2.12403
H 0.19778 1.91420 1.44966
H 1.46339 -1.34304 0.45844
H -2.12511 -0.84578 0.73051
H -1.38677 -0.68747 4.29646
H -2.44420 -0.06356 2.95092
H 0.46033 4.19672 -2.17381
H -0.24673 -1.29112 -6.04237
H 1.89921 0.36626 0.92031
H 1.57557 1.11513 3.16608
H -0.77796 -2.00912 0.36090
H -0.05479 -2.37333 -1.74475
H 0.84127 2.41973 -4.04558
H 1.47223 3.49458 -0.17630
H -0.43213 -2.84799 -4.27852
H 0.34468 -2.23078 3.82097
H -1.55172 1.44450 1.35525
H 0.90193 -0.02791 4.40750

Forces on atoms 1 to 2 (eV/Å):
Sr -0.196 0.050 -1.118
P 0.081 0.790 -0.124

As for the net charge: -1. The energy above the lowest of the compared OMol25 structures with the same formula, charge and spin is 0.9464 eV. The calculated total energy comes out at -1021.93888 Eh. The calculation puts the highest occupied orbital energy (spin up / spin down) at -0.431 / -0.432 eV.

These are the Löwdin partial charges, in e, on atoms 1 to 4:
1. Sr 0.853
2. P 0.571
3. N -0.090
4. N -0.089

DFT (wB97M-V/def2-TZVPD) results for a cluster of 3 separate species, C11H20O12S3 in total at a distorted geometry.

Atoms and positions in Å:
S 1.60201 3.37018 -2.75616
S -5.19663 -1.62625 2.20208
S 1.65969 -1.36090 0.95305
O 2.35990 -2.03123 -0.09218
O -6.21119 -0.65280 2.36866
O -4.75069 -1.62814 0.66506
O 0.13287 -1.69225 0.70389
O 0.62300 4.36397 -2.51143
O 2.80148 3.31184 -2.00319
O 1.93926 3.36216 -4.31480
O 0.92077 1.92309 -2.69732
O -4.04199 -1.64515 3.02332
O 4.83404 -0.47864 1.91746
O -5.84173 -3.08593 2.21705
O 1.99633 -1.61652 2.31683
C 0.49489 1.17447 1.24021
C -0.83922 0.44189 1.41930
C 4.29194 0.25275 0.87926
C 1.71525 2.05817 -4.87465
C 1.70709 0.39053 0.67640
C -0.74133 -1.04566 1.65314
C -6.05689 -3.54196 0.87363
C -4.90383 -2.93828 0.09738
C 0.60300 1.47738 -4.02456
C 5.51701 0.79925 1.47189
C 3.00234 1.02821 1.18259
H -6.05660 -4.62753 0.86010
H 6.49957 0.44783 1.20127
H -5.10968 -2.84609 -0.96492
H 1.44041 2.16098 -5.92012
H 0.35612 2.01574 0.56631
H 2.63503 1.47786 -4.78845
H 1.69825 0.49562 -0.40774
H 5.47186 1.42691 2.34939
H -1.51001 0.63736 0.58581
H -1.34274 0.84211 2.29726
H -0.37289 1.87751 -4.30505
H 0.57660 0.39197 -4.04109
H 3.11526 1.99099 0.68877
H 4.38203 -0.15972 -0.11933
H -1.72323 -1.48305 1.51106
H -0.44391 -1.30480 2.66497
H -7.02068 -3.16685 0.52501
H 2.97306 1.10969 2.26642
H -3.97833 -3.49657 0.24815
H 0.79253 1.59988 2.19531

Forces on atoms 1 to 2 (eV/Å):
S -0.047 -0.210 -0.105
S -0.039 -0.190 -0.183

As for the net charge: 0. The calculated total energy comes out at -2528.47005 Eh. The calculation puts the highest occupied orbital energy at -9.792 eV.

These are the Löwdin partial charges, in e, on atoms 1 to 4:
1. S 0.585
2. S 0.590
3. S 0.628
4. O -0.248

DFT (wB97M-V/def2-TZVPD) results for the molecule C11H20O2.

Atoms and positions in Å:
O -3.11730 -5.17438 0.07914
O -3.44686 -3.59714 -1.46340
C -2.67123 -4.28229 -0.60071
C 0.61514 -2.38444 -1.30810
C 1.12131 4.13666 2.16954
C -0.79610 -2.85584 -1.33755
C 0.74126 -1.00090 -0.64893
C 0.03436 0.10087 -1.43416
C -0.23859 1.75645 0.50977
C 0.32295 1.50448 -0.89725
C 0.80864 1.66646 1.62285
C -1.27261 -3.84015 -0.57854
C 1.77267 2.85436 1.66481
H 0.36145 0.05586 -2.47659
H -0.11558 2.22238 -1.59378
H -1.46560 -2.34217 -2.01317
H 2.18729 3.02940 0.67017
H 1.40175 1.67003 -0.90010
H 1.80355 -0.75734 -0.57216
H 1.85734 4.93518 2.23124
H 0.33254 -1.05806 0.36074
H -1.04390 -0.06816 -1.41658
H -0.64508 -4.38652 0.11098
H 0.69755 3.98387 3.15992
H 1.38598 0.74881 1.49933
H 2.60470 2.60176 2.32664
H -4.35106 -3.94477 -1.42535
H 0.99343 -2.32107 -2.33160
H 1.22942 -3.09629 -0.75353
H 0.32661 4.46225 1.50321
H -1.03036 1.03177 0.71108
H -0.69901 2.74441 0.54644
H 0.29535 1.60452 2.58562

Forces on atoms 1 to 2 (eV/Å):
O 0.125 0.029 0.008
O -0.118 0.337 -0.345

As for the net charge: 0. The energy above the lowest of the compared OMol25 structures with the same formula, charge and spin is 0.1449 eV. The calculated total energy comes out at -581.62148 Eh. The calculation puts the highest occupied orbital energy at -10.092 eV.

These are the Löwdin partial charges, in e, on atoms 1 to 4:
1. O 0.094
2. O 0.090
3. C -0.542
4. C -0.192

Copy entry 4 word for word.
DFT (wB97M-V/def2-TZVPD) results for the molecule C11H20O2.

Atoms and positions in Å:
O -3.11730 -5.17438 0.07914
O -3.44686 -3.59714 -1.46340
C -2.67123 -4.28229 -0.60071
C 0.61514 -2.38444 -1.30810
C 1.12131 4.13666 2.16954
C -0.79610 -2.85584 -1.33755
C 0.74126 -1.00090 -0.64893
C 0.03436 0.10087 -1.43416
C -0.23859 1.75645 0.50977
C 0.32295 1.50448 -0.89725
C 0.80864 1.66646 1.62285
C -1.27261 -3.84015 -0.57854
C 1.77267 2.85436 1.66481
H 0.36145 0.05586 -2.47659
H -0.11558 2.22238 -1.59378
H -1.46560 -2.34217 -2.01317
H 2.18729 3.02940 0.67017
H 1.40175 1.67003 -0.90010
H 1.80355 -0.75734 -0.57216
H 1.85734 4.93518 2.23124
H 0.33254 -1.05806 0.36074
H -1.04390 -0.06816 -1.41658
H -0.64508 -4.38652 0.11098
H 0.69755 3.98387 3.15992
H 1.38598 0.74881 1.49933
H 2.60470 2.60176 2.32664
H -4.35106 -3.94477 -1.42535
H 0.99343 -2.32107 -2.33160
H 1.22942 -3.09629 -0.75353
H 0.32661 4.46225 1.50321
H -1.03036 1.03177 0.71108
H -0.69901 2.74441 0.54644
H 0.29535 1.60452 2.58562

Forces on atoms 1 to 2 (eV/Å):
O 0.125 0.029 0.008
O -0.118 0.337 -0.345

As for the net charge: 0. The energy above the lowest of the compared OMol25 structures with the same formula, charge and spin is 0.1449 eV. The calculated total energy comes out at -581.62148 Eh. The calculation puts the highest occupied orbital energy at -10.092 eV.

These are the Löwdin partial charges, in e, on atoms 1 to 4:
1. O 0.094
2. O 0.090
3. C -0.542
4. C -0.192

What did the fourth record say?
DFT (wB97M-V/def2-TZVPD) results for the molecule C11H20O2.

Atoms and positions in Å:
O -3.11730 -5.17438 0.07914
O -3.44686 -3.59714 -1.46340
C -2.67123 -4.28229 -0.60071
C 0.61514 -2.38444 -1.30810
C 1.12131 4.13666 2.16954
C -0.79610 -2.85584 -1.33755
C 0.74126 -1.00090 -0.64893
C 0.03436 0.10087 -1.43416
C -0.23859 1.75645 0.50977
C 0.32295 1.50448 -0.89725
C 0.80864 1.66646 1.62285
C -1.27261 -3.84015 -0.57854
C 1.77267 2.85436 1.66481
H 0.36145 0.05586 -2.47659
H -0.11558 2.22238 -1.59378
H -1.46560 -2.34217 -2.01317
H 2.18729 3.02940 0.67017
H 1.40175 1.67003 -0.90010
H 1.80355 -0.75734 -0.57216
H 1.85734 4.93518 2.23124
H 0.33254 -1.05806 0.36074
H -1.04390 -0.06816 -1.41658
H -0.64508 -4.38652 0.11098
H 0.69755 3.98387 3.15992
H 1.38598 0.74881 1.49933
H 2.60470 2.60176 2.32664
H -4.35106 -3.94477 -1.42535
H 0.99343 -2.32107 -2.33160
H 1.22942 -3.09629 -0.75353
H 0.32661 4.46225 1.50321
H -1.03036 1.03177 0.71108
H -0.69901 2.74441 0.54644
H 0.29535 1.60452 2.58562

Forces on atoms 1 to 2 (eV/Å):
O 0.125 0.029 0.008
O -0.118 0.337 -0.345

As for the net charge: 0. The energy above the lowest of the compared OMol25 structures with the same formula, charge and spin is 0.1449 eV. The calculated total energy comes out at -581.62148 Eh. The calculation puts the highest occupied orbital energy at -10.092 eV.

These are the Löwdin partial charges, in e, on atoms 1 to 4:
1. O 0.094
2. O 0.090
3. C -0.542
4. C -0.192

Q: What is the calculated total energy in the first record?
A: -881.50119 Eh

Q: Number 3 is which compound?
A: C11H20O12S3